The following is a DFT calculation (the ωB97M-V functional and the def2-TZVPD basis) of C4H4N2 in the gas phase.

Output
HOMO level (alpha / beta) (Eh): -0.32257 / -0.32260
Multiplicity: 1
Frontier orbital gap (alpha / beta) (Ha): 0.2765 / 0.2769
Energy relative to the best compared isomer or geometry (same formula, charge and spin) (kJ/mol): 670.2
SMILES string: Nn1c#ccc1

Geometry as XYZ:
```
10
C4H4N2 (the ωB97M-V functional and the def2-TZVPD basis)
N 1.7252 0.5962 -0.1062
N 0.3505 0.3418 0.1068
C -1.6296 0.5537 0.0073
C -1.5941 -0.8190 -0.0670
C -0.5721 1.3841 -0.1434
C -0.1678 -0.9121 -0.0195
H 2.0071 0.8795 0.8421
H -2.3032 -1.5240 -0.1737
H 1.9729 1.3767 -0.6862
H 0.2111 -1.8769 0.2397
```